C24H58B2F8N3O2 | the ωB97M-V functional and the def2-TZVPD basis

Properties
E_HOMO   -11.16 eV
Calculated total energy   -2112.76675 Eh
Net charge   +1
F_max   2.948 eV/A
Energy relative to the best compared isomer or geometry (same formula, charge and spin)   7.8 kcal per mole
Orbital gap   8.79 eV

Bonds (Å) are listed after each position.
Geometry (Å):
1 C -1.0415 -1.7019 -4.4292  C2 1.508, H11 1.085, H12 1.085, H13 1.094
2 C -0.0913 -1.2292 -3.3579  C1 1.508, N3 1.514, H14 1.085, H15 1.089
3 N 1.3008 -0.9010 -3.8546  C2 1.514, C4 1.484, C5 1.507, C7 1.493
4 C 1.8847 -2.0476 -4.5943  N3 1.484, H16 1.084, H17 1.084, H18 1.083
5 C 1.3150 0.2548 -4.8211  N3 1.507, C6 1.513, H19 1.089, H20 1.093
6 C 1.0487 1.6174 -4.2202  C5 1.513, H21 1.084, H22 1.089, H23 1.088
7 C 2.1688 -0.4836 -2.7138  N3 1.493, C8 1.518, H24 1.085, H25 1.093
8 C 2.5615 -1.5714 -1.7312  C7 1.518, O9 1.402, H26 1.106, H27 1.097
9 O 3.5229 -2.4228 -2.2943  C8 1.402, C10 1.400
10 C 4.0443 -3.3280 -1.3621  O9 1.400, H28 1.097, H29 1.090, H30 1.094
11 H -1.3271 -0.9331 -5.1403  C1 1.085
12 H -1.9663 -2.0667 -3.9955  C1 1.085
13 H -0.5773 -2.5257 -4.9800  C1 1.094
14 H -0.0375 -1.9402 -2.5400  C2 1.085
15 H -0.4467 -0.2823 -2.9554  C2 1.089
16 H 1.3582 -2.1489 -5.5361  C4 1.084
17 H 1.7492 -2.9595 -4.0232  C4 1.084
18 H 2.9380 -1.8565 -4.7606  C4 1.083
19 H 0.6258 0.0142 -5.6286  C5 1.089
20 H 2.2863 0.1936 -5.3197  C5 1.093
21 H 0.6614 2.2432 -5.0155  C6 1.084
22 H 1.9614 2.0291 -3.7909  C6 1.089
23 H 0.2576 1.5934 -3.4741  C6 1.088
24 H 1.6587 0.3234 -2.1985  C7 1.085
25 H 3.0766 -0.0946 -3.1823  C7 1.093
26 H 1.6226 -2.0732 -1.4331  C8 1.106
27 H 2.9196 -1.0940 -0.8109  C8 1.097
28 H 4.5544 -2.8144 -0.5376  C10 1.097
29 H 4.7975 -3.9491 -1.8474  C10 1.090
30 H 3.2676 -3.9935 -0.9752  C10 1.094
31 C -2.4851 -0.5317 3.3321  C32 1.517, H41 1.093, H42 1.088, H43 1.080
32 C -2.5096 -1.6721 2.3323  C31 1.517, N33 1.504, H44 1.094, H45 1.086
33 N -1.3050 -2.5719 2.2961  C32 1.504, C34 1.485, C35 1.488, C37 1.506
34 C -0.0572 -1.7895 2.1057  N33 1.485, H46 1.078, H47 1.087, H48 1.086
35 C -1.1916 -3.3291 3.5719  N33 1.488, C36 1.526, H49 1.090, H50 1.092
36 C -2.3799 -4.2051 3.9584  C35 1.526, H51 1.086, H52 1.087, H53 1.087
37 C -1.5300 -3.4793 1.1150  N33 1.506, C38 1.506, H54 1.091, H55 1.091
38 C -0.6297 -4.6814 1.0025  C37 1.506, O39 1.404, H56 1.095, H57 1.102
39 O 0.7343 -4.3494 0.9692  C38 1.404, C40 1.407
40 C 1.5255 -5.4663 0.6439  O39 1.407, H58 1.084, H59 1.096, H60 1.098
41 H -2.4030 -0.9097 4.3543  C31 1.093
42 H -3.4684 -0.0762 3.2362  C31 1.088
43 H -1.7159 0.1878 3.0923  C31 1.080
44 H -2.5645 -1.2137 1.3405  C32 1.094
45 H -3.3653 -2.3355 2.4147  C32 1.086
46 H 0.7707 -2.4700 2.2222  C34 1.078
47 H -0.0566 -1.0415 2.8943  C34 1.087
48 H -0.0981 -1.2858 1.1444  C34 1.086
49 H -0.9720 -2.6181 4.3682  C35 1.090
50 H -0.2698 -3.9096 3.4960  C35 1.092
51 H -3.2124 -3.5853 4.2783  C36 1.086
52 H -2.0263 -4.8287 4.7759  C36 1.087
53 H -2.6948 -4.8534 3.1454  C36 1.087
54 H -1.5744 -2.8370 0.2337  C37 1.091
55 H -2.5416 -3.8730 1.2262  C37 1.091
56 H -0.9026 -5.2711 0.1210  C38 1.095
57 H -0.8328 -5.3201 1.8773  C38 1.102
58 H 2.5593 -5.1406 0.6107  C40 1.084
59 H 1.2240 -5.9032 -0.3146  C40 1.096
60 H 1.4315 -6.2528 1.4043  C40 1.098
61 C 3.1449 5.9744 3.4872  C62 1.514, H70 1.090, H71 1.088, H72 1.093
62 C 2.3946 4.8608 2.7881  C61 1.514, C63 1.494, H73 1.096, H74 1.092
63 C 0.9627 4.8317 3.2145  C62 1.494, N64 1.494, H75 1.092, H76 1.090
64 N 0.0543 4.0769 2.2999  C63 1.494, C65 1.495, C66 1.507, C69 1.493
65 C 0.3895 2.6229 2.3858  N64 1.495, H77 1.085, H78 1.091, H79 1.087
66 C 0.1025 4.5871 0.8829  N64 1.507, C67 1.521, H80 1.086, H81 1.090
67 C -1.2639 4.3314 0.2661  C66 1.521, C68 1.540, H82 1.088, H83 1.089
68 C -2.1786 4.0167 1.4638  C67 1.540, C69 1.512, H84 1.101, H85 1.090
69 C -1.3576 4.3733 2.6824  N64 1.493, C68 1.512, H86 1.088, H87 1.090
70 H 2.6425 6.9377 3.3996  C61 1.090
71 H 4.1567 6.1045 3.1077  C61 1.088
72 H 3.2595 5.7159 4.5429  C61 1.093
73 H 2.9089 3.9222 3.0242  C62 1.096
74 H 2.5160 4.9350 1.7050  C62 1.092
75 H 0.5834 5.8541 3.2774  C63 1.092
76 H 0.7974 4.4128 4.2076  C63 1.090
77 H 1.2933 2.4635 1.8068  C65 1.085
78 H -0.4110 1.9976 1.9884  C65 1.091
79 H 0.5468 2.3983 3.4373  C65 1.087
80 H 0.9631 4.1682 0.3704  C66 1.086
81 H 0.2527 5.6657 0.9257  C66 1.090
82 H -1.3423 3.5293 -0.4656  C67 1.088
83 H -1.6247 5.2621 -0.1691  C67 1.089
84 H -2.4379 2.9471 1.4499  C68 1.101
85 H -3.2037 4.3872 1.4426  C68 1.090
86 H -1.6669 3.8628 3.5918  C69 1.088
87 H -1.4055 5.4512 2.8368  C69 1.090
88 B -3.3154 1.5535 -4.6297  F89 1.402, F90 1.401, F91 1.425, F92 1.418
89 F -3.9882 1.0960 -5.7720  B88 1.402
90 F -4.1750 2.3623 -3.8744  B88 1.401
91 F -2.8857 0.4363 -3.8566  B88 1.425
92 F -2.1793 2.3032 -5.0284  B88 1.418
93 B -1.3655 0.4387 -0.5104  F94 1.409, F95 1.404, F96 1.450, F97 1.413
94 F -1.9313 -0.7254 -1.0670  B93 1.409
95 F -1.7206 1.4988 -1.3599  B93 1.404
96 F -2.0943 0.7516 0.7032  B93 1.450
97 F 0.0263 0.3562 -0.2797  B93 1.413